The molecule C3H6N2OS in a non-equilibrium geometry, computed with ωB97M-V with the def2-TZVPD basis set.

Geometry as XYZ:
```
13
Properties=species:S:1:pos:R:3:forces:R:3
C -0.62823 -0.90971 -0.63625 0.011 1.191 -2.918
C -0.39059 0.56069 -1.01288 0.809 -0.188 0.983
C 0.63109 1.06691 1.26874 -0.908 0.440 0.383
H 1.19866 -1.57928 -0.19728 -0.964 -0.221 0.775
H -0.06208 -2.41070 0.48624 -0.073 -1.052 0.320
H -1.55460 -0.79516 -0.19418 -2.328 -0.190 1.154
H -0.81539 -1.43247 -1.59703 0.217 0.176 0.334
H 0.28947 2.33717 -0.25048 0.060 -0.507 -0.080
H 0.39058 0.07848 1.59575 0.260 -0.430 -0.010
N 0.26526 -1.50385 0.26434 2.504 -0.062 -0.399
N 0.21905 1.34275 -0.00546 0.158 1.039 -0.534
O -0.74351 1.07987 -2.04090 0.034 -0.318 0.251
S 1.20031 2.16530 2.31938 0.220 0.121 -0.260
```
Positions in Å, forces in eV/Å.

Computed properties:
**2S+1**: 1
**Gap between HOMO and LUMO**: 8.78 eV
**Molar mass**: 118.2 Da
**SMILES string**: NCC(=O)NC=S

=====

A structure of composition F4N2O8S4Sn in a non-equilibrium geometry, computed with ωB97M-V with the def2-TZVPD basis set.

Geometry as XYZ:
```
19
Properties=species:S:1:pos:R:3:forces:R:3
Sn -0.84219 2.60630 -0.90300 0.090 -0.360 0.126
N 3.13345 0.03065 -3.77609 -2.601 3.508 -5.716
S 4.14527 -0.99156 -3.44383 5.819 -4.893 7.499
O 5.57504 -0.76302 -3.54323 -1.891 -0.017 -1.036
O 3.63676 -2.32916 -3.48298 0.262 -0.318 -1.516
F 3.96655 -0.73565 -1.86256 -0.003 0.352 0.591
S 3.22648 -0.16967 -5.46553 -1.485 2.527 -5.745
O 2.10751 -0.86084 -6.09080 1.484 -0.025 2.167
O 4.52890 -0.23636 -6.12673 -1.614 -1.015 2.364
F 2.85845 1.32249 -5.99344 -0.219 0.084 1.559
N -3.39125 0.98487 3.79859 5.332 -0.043 3.069
S -2.53513 0.19328 5.09530 3.360 0.017 3.333
O -1.77742 -0.96343 4.68251 -1.349 1.130 -0.352
O -3.13338 0.14374 6.45912 0.813 0.727 -4.103
F -1.33658 1.29079 5.22250 -1.374 -0.304 -0.268
S -4.67538 0.25597 4.04363 -8.930 -1.098 -2.260
O -5.68970 1.04766 4.75545 2.063 -1.350 -1.137
O -4.71147 -1.17123 4.17172 0.724 0.573 0.942
F -5.08600 0.34519 2.45943 -0.481 0.503 0.482
```
Positions in Å, forces in eV/Å.

Computed properties:
**2S+1**: 1
**Gap between HOMO and LUMO**: 2.15 eV
**Molar mass**: 479.0 Da

=====

A cluster of 10 separate species, C40H82N6O4 in total in a non-equilibrium geometry, computed with ωB97M-V with the def2-TZVPD basis set.

Geometry as XYZ:
```
132
Properties=species:S:1:pos:R:3:forces:R:3
C -2.54253 1.12835 6.19820 0.841 1.045 -0.494
C -3.05622 1.85733 4.95672 0.198 -0.259 0.052
O -4.03785 0.98223 4.41488 -0.888 0.796 -0.444
C -4.94812 1.75372 3.60272 0.589 -0.815 -0.095
C -6.06243 0.87162 3.05834 -0.654 -0.386 -0.292
H -3.37502 0.87965 6.80902 -0.783 -0.250 0.554
H -2.00386 0.22119 5.96524 0.094 -0.253 -0.247
H -1.87358 1.75630 6.78745 0.055 0.088 -0.039
H -3.51761 2.84183 5.21785 0.278 -0.643 0.010
H -2.28752 2.06553 4.17347 -0.224 -0.173 0.582
H -5.24483 2.62486 4.19138 -0.609 -0.124 -0.054
H -4.37207 2.15694 2.77427 0.152 0.142 -0.407
H -5.70994 -0.07981 2.62594 0.368 0.345 0.373
H -6.60790 1.32186 2.21426 0.283 0.339 0.339
H -6.83627 0.59691 3.78585 0.339 0.171 0.118
C -3.84525 -0.30825 -0.20531 -0.369 0.870 -1.064
C -3.96650 1.13275 -0.81490 1.805 -1.945 -0.193
O -2.84700 1.31339 -1.76218 -1.193 -0.237 0.785
C -3.16373 2.06696 -2.91891 0.597 0.762 0.184
C -2.07416 1.86809 -3.96954 -1.306 -1.043 0.597
H -4.75899 -0.62414 0.30986 -0.078 0.012 -0.477
H -3.49035 -1.03387 -0.95420 -0.498 0.214 0.279
H -3.11639 -0.25760 0.55800 1.051 -0.022 0.786
H -4.91632 1.26643 -1.27719 -0.668 0.261 -0.681
H -3.83826 1.80447 0.00454 -0.065 0.854 0.400
H -4.12310 1.76810 -3.29893 -0.570 -0.430 -0.403
H -3.27933 3.12909 -2.68421 0.112 0.205 0.246
H -2.38111 2.28808 -4.90507 -0.205 0.354 -0.588
H -2.03907 0.78644 -4.09080 0.456 -0.108 -0.287
H -1.11531 2.24864 -3.71054 0.744 0.339 0.444
C 0.64806 4.97803 -1.90873 -0.116 -0.495 -0.206
C 1.61215 4.66832 -3.00127 -0.170 -0.390 -0.443
O 1.41298 3.29601 -3.34649 0.396 0.663 0.196
C 2.24935 2.85887 -4.39094 0.261 -1.018 -0.003
C 1.92086 1.38651 -4.66057 0.235 0.581 -1.444
H 0.71953 5.99278 -1.63024 0.411 1.184 0.756
H -0.33701 4.90114 -2.30144 -1.052 -0.381 -0.355
H 0.72895 4.29504 -1.07547 0.209 0.001 0.365
H 1.38901 5.31192 -3.86139 0.067 -0.095 -0.148
H 2.64096 4.88465 -2.71044 0.245 -0.297 0.065
H 2.06127 3.39740 -5.30709 -0.204 0.621 -0.365
H 3.32929 3.00643 -4.15267 -0.566 -0.146 0.078
H 2.24613 0.76535 -3.84803 0.137 -0.445 0.194
H 2.44036 1.09270 -5.62341 -0.500 0.067 1.162
H 0.83162 1.26189 -4.82505 0.569 0.085 0.152
C 1.12170 -5.40036 1.54895 -0.954 -2.276 -0.576
C 1.72530 -4.15315 2.07053 0.598 0.718 0.176
O 3.15515 -4.22284 2.29416 -0.496 -0.256 -0.467
C 3.83803 -4.12008 1.05449 1.441 0.489 -0.392
C 5.05179 -5.07407 0.99324 0.372 1.623 0.708
H 0.04111 -5.34994 1.22933 1.010 0.526 0.533
H 1.62333 -5.80486 0.64749 0.012 0.285 0.464
H 1.16659 -6.18957 2.32875 0.056 0.306 -0.464
H 1.56659 -3.35022 1.36437 -0.317 0.504 -0.044
H 1.27103 -3.91192 3.02453 0.087 0.237 0.141
H 3.16339 -4.34795 0.23131 -0.082 -0.088 -0.136
H 4.20812 -3.06083 0.85961 -0.472 -0.900 0.468
H 4.77755 -6.08439 0.97272 -0.641 -1.507 0.077
H 5.74381 -4.93016 1.83175 -0.435 0.065 0.193
H 5.70144 -4.90662 0.14785 -0.137 0.290 -0.650
C -0.37313 -1.54200 3.53134 0.339 -1.111 -0.109
C -1.81211 -1.20453 3.22038 -0.672 0.049 0.335
C -2.63656 -2.33155 2.60936 -0.936 -1.139 -0.626
C -2.17113 -2.81753 1.28195 -0.242 0.496 1.834
N -1.80806 -3.18967 0.26813 0.418 -0.372 -1.133
H 0.04761 -0.78108 4.19704 -0.180 -0.406 0.175
H 0.27912 -1.52876 2.64197 -0.557 -0.037 0.142
H -0.29051 -2.59536 3.93778 0.040 1.256 0.026
H -1.82765 -0.33706 2.55442 -0.215 -0.152 0.234
H -2.37181 -0.93347 4.13537 0.406 0.032 -0.421
H -3.67048 -2.01355 2.41311 0.212 0.357 0.090
H -2.82732 -3.23180 3.25770 0.762 0.775 -0.376
C 2.68407 1.09686 2.91424 -0.147 0.312 -0.588
C 2.63289 -0.43310 2.99387 0.141 0.932 0.574
C 4.03151 -0.96833 3.33309 -1.040 0.354 0.400
C 5.07337 -0.39415 2.52377 1.070 -0.386 -1.238
N 5.91594 -0.08132 1.80080 -0.442 0.114 0.446
H 1.72013 1.57679 2.72948 -0.229 -0.323 0.366
H 3.24667 1.39360 2.01783 0.308 -0.037 0.385
H 3.13842 1.54955 3.81078 -0.101 -0.182 -0.347
H 2.22560 -0.84237 2.08410 0.203 -0.202 -0.577
H 1.92582 -0.74070 3.76019 0.404 -0.047 0.182
H 4.05092 -2.03483 3.31126 0.176 -0.919 -0.450
H 4.25146 -0.73521 4.35656 0.105 0.377 0.710
C -2.45014 4.15817 0.62572 1.529 0.963 -0.540
C -3.11798 5.33614 -0.13438 -0.307 0.621 1.103
C -3.28980 6.63702 0.76415 -0.062 -0.104 -0.585
C -4.02364 6.28395 1.97655 -0.195 -0.540 1.007
N -4.53147 5.85662 2.92450 0.317 0.537 -0.871
H -1.42852 4.48522 0.98360 -1.091 -0.080 -0.057
H -2.17974 3.26241 0.04993 -0.610 0.417 -0.325
H -3.02396 3.84657 1.47249 -0.359 -0.155 0.579
H -4.10702 5.14322 -0.54430 -0.059 -0.519 0.075
H -2.51924 5.66076 -0.95255 0.632 0.067 -0.779
H -3.80117 7.49895 0.26348 0.216 -0.995 0.110
H -2.30849 7.03716 1.02652 0.022 -0.186 0.242
C 6.30417 -1.23559 -1.90143 -1.016 -0.070 -1.140
C 5.95301 -2.75674 -2.07232 0.495 1.306 -0.400
C 5.35213 -3.06553 -3.47074 1.392 0.124 0.057
C 4.07528 -2.43515 -3.59945 -0.472 0.390 0.198
N 3.09500 -1.84574 -3.58464 -0.637 0.195 -0.130
H 5.40558 -0.58195 -2.07798 0.776 -0.630 0.044
H 7.10818 -0.92102 -2.61458 -0.702 -0.391 0.432
H 6.64807 -0.99742 -0.91751 0.221 -0.058 0.719
H 5.28305 -3.16147 -1.31398 -0.135 0.395 0.059
H 6.88832 -3.28154 -1.94015 0.238 -0.445 -0.215
H 5.23974 -4.13175 -3.57682 -0.046 -0.452 -0.210
H 5.98530 -2.69254 -4.30858 -0.195 -0.305 0.649
C -0.16319 -3.61886 -3.78148 0.220 -0.150 -0.162
C -0.79490 -2.25285 -4.00427 0.061 1.000 1.047
C -2.16953 -2.16671 -3.19889 1.172 -1.104 -1.458
C -3.11138 -3.13734 -3.81318 0.269 0.034 0.041
N -3.72951 -3.92750 -4.38122 0.130 0.436 0.349
H -0.13795 -3.89781 -2.73276 0.001 0.051 0.274
H 0.85236 -3.76252 -4.17888 -0.308 0.493 0.029
H -0.79314 -4.33135 -4.28925 -0.207 -0.535 -0.096
H -0.99021 -2.14127 -5.05867 0.022 0.374 -0.393
H -0.11507 -1.41654 -3.64874 -0.789 -0.856 -0.441
H -2.61650 -1.18753 -3.15725 -0.024 0.367 0.001
H -1.86175 -2.51028 -2.23045 -0.502 -0.072 0.885
C 1.04231 -1.34883 -0.50320 -0.522 0.924 -1.265
C 1.33194 0.08301 -0.90835 -0.416 1.099 -0.287
C -0.02536 0.88219 -1.01394 1.604 -0.983 -0.385
C -0.56791 1.08753 0.29142 -0.502 0.236 1.739
N -0.90748 1.26925 1.38227 0.204 -0.013 -0.876
H 0.41544 -1.40671 0.37117 -0.194 -0.066 0.376
H 1.94804 -1.87687 -0.36866 0.930 -0.764 0.215
H 0.50328 -1.76866 -1.35736 -0.030 -0.462 0.287
H 1.83113 0.16648 -1.88192 -0.306 -0.409 0.070
H 2.02582 0.58735 -0.25040 0.052 0.171 0.581
H -0.66915 0.22130 -1.58354 -0.456 0.368 -0.221
H 0.09351 1.85709 -1.47658 -0.003 -0.023 -0.386
```
Positions in Å, forces in eV/Å.

Computed properties:
**2S+1**: 1
**Gap between HOMO and LUMO**: 10.18 eV
**Molar mass**: 711.1 Da
**SMILES string**: CCCC#N.CCCC#N.CCCC#N.CCCC#N.CCCC#N.CCCC#N.CCOCC.CCOCC.CCOCC.CCOCC

=====

The molecule C2H6N2O3 in a non-equilibrium geometry, computed with ωB97M-V with the def2-TZVPD basis set.

Geometry as XYZ:
```
13
Properties=species:S:1:pos:R:3:forces:R:3
C 0.74072 1.65401 -1.60781 -0.898 -0.018 -13.573
C -0.33434 -0.75446 0.69860 2.531 1.667 2.458
N 0.52001 1.27837 -0.46216 -5.382 -7.983 14.657
N -0.48737 0.18909 -0.38217 3.536 3.197 -0.978
O -1.23786 -1.72386 0.60396 -2.975 -0.413 -0.093
O 0.93341 -1.32860 0.62852 0.062 1.275 -2.274
O -0.45097 -0.07924 1.92949 1.214 2.136 0.685
H 1.28045 2.47380 -1.62516 2.450 4.075 -1.017
H 0.29528 1.19760 -2.55018 0.810 0.586 1.164
H -0.45612 -0.33772 -1.23181 -0.387 -0.219 -1.185
H -2.15795 -1.32694 0.63286 1.497 -0.621 0.074
H 1.11406 -1.95561 1.29940 -0.318 -0.906 1.288
H 0.24069 0.71355 2.06646 -2.141 -2.778 -1.206
```
Positions in Å, forces in eV/Å.

Computed properties:
**2S+1**: 3
**Gap between HOMO and LUMO (spin up / spin down)**: 6.16 / 7.47 eV
**Molar mass**: 106.1 Da

=====

For each record above, in turn, the calculated energy relative to the best compared isomer or geometry (same formula, charge and spin) values are 130.4 807.3 0.0 259.9 kJ/mol.